This record from OMol25 describes the ion C6H11N3O with charge +2. The level of theory is wB97M-V/def2-TZVPD.

HOMO energy ... -18.01 eV
Charge ... +2
Orbital gap ... 7.69 eV
Energy relative to the best compared isomer or geometry (same formula, charge and spin) ... 62.4 kcal per mole
F_max ... 0.178 hartree/bohr
Spin multiplicity ... 1
Structure (SMILES) ... C[N+]1=C[NH+]=C/C(=C/O)[C@H]1N

Geometry (Å):
C (2.0129, 1.3341, -0.4628)
N (1.1410, 0.1504, -0.2373)
C (1.5884, -0.9595, 0.2064)
N (0.8063, -2.0955, 0.1905)
C (-0.4862, -2.1300, -0.0205)
C (-1.2664, -0.6391, -0.1932)
C (-2.5993, -0.5630, -0.2973)
O (-3.1085, 0.6257, -0.1272)
C (-0.2759, 0.5771, -0.2819)
N (-0.6075, 1.4596, 0.8524)
H (3.0366, 1.1487, -0.1499)
H (2.0532, 1.4876, -1.5074)
H (1.7230, 2.2061, 0.0183)
H (2.6626, -1.2428, 0.3679)
H (1.3360, -2.9974, 0.5746)
H (-1.1300, -2.9602, -0.0182)
H (-3.3214, -1.3945, -0.4978)
H (-2.3154, 1.3198, 0.1383)
H (-0.5600, 1.0959, -1.2444)
H (-0.4373, 2.4693, 0.9539)
H (-0.2520, 1.1077, 1.7354)

Atoms 1-6, force components in eV/Å:
1.8 -1.8 -0.2
0.4 1.8 0.6
0.7 -1.5 -1.3
1.6 -3.1 2.1
-3.4 7.4 -0.9
7.1 -5.7 0.2

Mulliken atomic charge list, values in e, 8 entries: number 1, C, carries -0.959; number 2, N, carries 0.070; number 3, C, carries 0.148; number 4, N, carries -0.106; number 5, C, carries -0.316; number 6, C, carries 0.330; number 7, C, carries -0.212; number 8, O, carries -0.433

This record from OMol25 describes the molecule C5H4O. The level of theory is wB97M-V/def2-TZVPD.

HOMO energy ... -9.42 eV
Orbital gap ... 8.24 eV
Energy relative to the best compared isomer or geometry (same formula, charge and spin) ... 90.1 kcal per mole
F_max ... 0.154 hartree/bohr
Spin multiplicity ... 1
Structure (SMILES) ... C#C/C=C/C=O

Geometry (Å):
C (-2.8685, -0.1440, -0.1879)
C (-1.6709, 0.0806, 0.0726)
C (-0.3896, 0.3541, 0.2050)
C (0.7747, -0.4006, 0.0308)
C (1.9869, 0.3522, -0.0767)
O (3.0460, -0.3615, -0.0271)
H (-3.7510, -1.0656, 0.0623)
H (-0.3451, 1.3573, 0.0090)
H (0.9035, -1.5389, 0.1039)
H (2.3140, 1.3664, -0.1919)

Atoms 1-6, force components in eV/Å:
-0.3 -3.3 2.2
-7.3 -3.0 -0.6
5.3 -2.0 -1.4
-3.1 0.7 1.1
5.5 -4.0 0.4
-2.3 1.6 -0.2

Mulliken atomic charge list, values in e, 8 entries: number 1, C, carries -0.277; number 2, C, carries -0.149; number 3, C, carries -0.216; number 4, C, carries -0.032; number 5, C, carries -0.101; number 6, O, carries -0.531; number 7, H, carries 0.270; number 8, H, carries 0.289

This record from OMol25 describes a structure of composition C29H28ClGdN5O4SSe2. The level of theory is wB97M-V/def2-TZVPD.

HOMO energy (spin up / spin down) ... -4.44 / -4.41 eV
Charge ... -1
Expectation value of S² ... 16.046
Orbital gap (spin up / spin down) ... 6.86 / 5.30 eV
Energy relative to the best compared isomer or geometry (same formula, charge and spin) ... 0.0 kcal per mole
F_max ... 0.030 hartree/bohr
Spin multiplicity ... 8

Geometry (Å):
Gd (-0.6760, 0.5959, -0.0511)
N (-1.0495, -0.6796, -3.9406)
C (-0.2734, -0.5246, -2.8272)
S (0.6898, 0.8855, -2.7232)
N (-0.2060, -1.5443, -2.0118)
N (0.4335, -1.4200, -0.8232)
C (1.0116, -2.4981, -0.4102)
C (1.7220, -2.6531, 0.8357)
C (2.6515, -3.7005, 0.8870)
C (3.4673, -3.9160, 1.9758)
C (3.3639, -3.0664, 3.0605)
C (2.4357, -2.0398, 3.0551)
C (1.5879, -1.8204, 1.9735)
O (0.6140, -0.8543, 1.9915)
H (-1.2560, 0.1824, -4.4238)
H (-1.8478, -1.2867, -3.8147)
H (1.0365, -3.3516, -1.0937)
H (2.7392, -4.3427, 0.0229)
H (4.1694, -4.7369, 1.9800)
H (3.9943, -3.2043, 3.9250)
H (2.3636, -1.4247, 3.9350)
C (3.7072, 1.9713, 1.3862)
C (2.4369, 2.1561, 0.5529)
C (2.6408, 3.1268, -0.6079)
O (1.9917, 0.8739, 0.0737)
C (1.2753, 2.7558, 1.4434)
O (1.5820, 3.5549, 2.3152)
O (0.1228, 2.3434, 1.1390)
H (4.6053, 2.0733, 0.7791)
H (3.6915, 0.9758, 1.8294)
H (3.7227, 2.7155, 2.1801)
H (3.4976, 2.8364, -1.2175)
H (2.8053, 4.1306, -0.2220)
H (1.7577, 3.1248, -1.2480)
H (2.3330, 0.7557, -0.8334)
Se (-3.1548, 0.5600, -1.7005)
Se (-2.5819, 0.6888, 2.0413)
C (-2.8838, -1.1034, 1.5617)
C (-3.9033, -1.8558, 2.1514)
C (-4.1045, -3.1491, 1.7358)
C (-3.2776, -3.6721, 0.7461)
C (-2.2847, -2.8627, 0.2301)
N (-2.0752, -1.6088, 0.6211)
C (-2.8501, 2.3806, -1.3507)
C (-3.8819, 3.3192, -1.3384)
C (-3.5757, 4.6284, -1.0464)
C (-2.2475, 4.9761, -0.8184)
C (-1.2899, 3.9835, -0.8676)
N (-1.5744, 2.7067, -1.1103)
H (-4.5086, -1.3820, 2.9076)
H (-4.8947, -3.7469, 2.1691)
H (-3.4066, -4.6813, 0.3861)
H (-1.6233, -3.2280, -0.5447)
H (-4.8857, 2.9817, -1.5412)
H (-4.3537, 5.3776, -0.9833)
H (-1.9623, 5.9946, -0.6004)
H (-0.2463, 4.2062, -0.6849)
Cl (-0.1065, -1.4121, 8.7465)
C (0.1087, -0.9694, 7.0857)
C (-0.6415, -1.5957, 6.1059)
C (-0.4495, -1.2526, 4.7781)
C (0.4986, -0.2969, 4.4346)
C (0.7300, 0.1367, 3.0155)
C (1.2213, 0.3417, 5.4389)
C (1.0380, 0.0075, 6.7658)
H (-1.3761, -2.3347, 6.3852)
H (-1.0375, -1.7285, 4.0069)
H (1.7038, 0.6331, 2.9333)
H (-0.0388, 0.8870, 2.7876)
H (1.9362, 1.1054, 5.1647)
H (1.6031, 0.5014, 7.5414)

Atoms 1-6, force components in eV/Å:
0.0 -0.1 -0.5
-0.1 -0.3 -0.2
0.9 0.0 -0.2
0.1 0.4 -0.1
-1.1 -1.0 -0.4
1.0 -0.9 0.1

Mulliken atomic charge list, values in e, 8 entries: number 1, Gd, carries -0.046; number 2, N, carries -0.451; number 3, C, carries 0.300; number 4, S, carries -0.450; number 5, N, carries -1.098; number 6, N, carries 1.303; number 7, C, carries -1.238; number 8, C, carries 0.836

This record from OMol25 describes a structure of composition C8H10N2OV. The level of theory is wB97M-V/def2-TZVPD.

HOMO energy (spin up / spin down) ... -7.96 / -8.22 eV
Expectation value of S² ... 0.966
Orbital gap (spin up / spin down) ... 7.51 / 7.71 eV
F_max ... 0.101 hartree/bohr
Spin multiplicity ... 2

Geometry (Å):
C (-0.5977, 0.6834, -1.8086)
C (0.7938, 0.6988, -1.4908)
C (0.9669, 1.3543, -0.2458)
C (-0.3062, 1.7851, 0.2196)
C (-1.2785, 1.4448, -0.7983)
V (-0.7491, -0.4401, 0.1855)
N (-2.4200, -0.2369, 0.5789)
C (0.4924, -2.1101, -0.5419)
C (1.6544, -1.4721, -0.2029)
H (1.9070, 1.5550, 0.2635)
H (1.5872, 0.3553, -2.1514)
H (-0.5006, 2.3769, 1.1111)
H (-2.2829, 1.8352, -0.8699)
H (-1.0657, 0.3144, -2.7273)
H (2.4339, -1.2997, -0.9488)
H (0.0942, -2.9171, 0.0948)
H (-3.3905, -0.1278, 0.8692)
H (1.9692, -1.4150, 0.8465)
H (0.1051, -2.0928, -1.5763)
O (0.5076, 0.2332, 4.1678)
C (0.1872, -0.0771, 3.0650)
N (-0.1076, -0.4478, 1.9600)

Atoms 1-6, force components in eV/Å:
-0.1 0.6 0.0
-0.3 0.6 0.1
-0.2 -0.1 -0.4
-0.5 0.0 -1.3
1.3 0.6 -0.1
-3.3 4.0 0.7

Mulliken atomic charge list, values in e, 8 entries: number 1, C, carries -0.702; number 2, C, carries -0.376; number 3, C, carries -0.205; number 4, C, carries -0.551; number 5, C, carries -0.563; number 6, V, carries 0.727; number 7, N, carries -0.619; number 8, C, carries -0.471

This record from OMol25 describes the molecule C6H12. The level of theory is wB97M-V/def2-TZVPD.

HOMO energy ... -9.72 eV
Orbital gap ... 10.94 eV
Energy relative to the best compared isomer or geometry (same formula, charge and spin) ... 29.1 kcal per mole
F_max ... 0.010 hartree/bohr
Spin multiplicity ... 1
Structure (SMILES) ... CC[C@H]1C[C@H]1C

Geometry (Å):
C (1.7669, 0.9477, -0.5965)
C (1.4733, -0.2758, 0.2507)
C (0.2368, -0.8749, -0.3694)
C (-0.9076, -1.5304, 0.3116)
C (-1.1473, -0.1939, -0.3378)
C (-1.6508, 0.9332, 0.5657)
H (1.7698, 0.7149, -1.6710)
H (0.9335, 1.6334, -0.4262)
H (2.7184, 1.4032, -0.3335)
H (1.3143, 0.0131, 1.2983)
H (2.3384, -0.9582, 0.2444)
H (0.5080, -1.3424, -1.3209)
H (-0.9196, -1.5249, 1.3997)
H (-1.3068, -2.4135, -0.1670)
H (-1.6705, -0.1965, -1.2938)
H (-2.7368, 0.8232, 0.7056)
H (-1.5071, 1.9464, 0.1719)
H (-1.2129, 0.8955, 1.5681)

Atoms 1-6, force components in eV/Å:
0.1 0.3 0.0
-0.1 0.0 0.1
-0.1 0.1 -0.1
-0.2 -0.3 0.2
0.0 -0.1 -0.1
0.2 0.0 0.0

Mulliken atomic charge list, values in e, 8 entries: number 1, C, carries -1.008; number 2, C, carries -0.529; number 3, C, carries -0.099; number 4, C, carries -0.762; number 5, C, carries 0.268; number 6, C, carries -1.454; number 7, H, carries 0.307; number 8, H, carries 0.202

Number 1: molar mass 141.2 g/mol. Number 2: molar mass 80.1 g/mol. Number 3: molar mass 893.3 g/mol. Number 4: molar mass 201.1 g/mol. Number 5: molar mass 84.2 g/mol.